1.
Computed, not measured: one molecule with the formula C3H6O, with the ωB97M-V functional and the def2-TZVPD basis.

```
! RIJCOSX wB97M-V def2-TZVPD def2/J DEFGRID3
* xyz 0 1
C 0.5193 -1.1864 -0.1057
C -0.0806 0.0753 -0.6201
C -0.3965 1.0957 0.4183
H 1.2719 -0.9047 0.7232
H 1.0437 -1.7235 -0.9548
H -0.5186 -1.8567 0.2715
H -1.5737 0.7234 0.7423
H -0.3713 2.2599 -0.1970
H 0.4134 1.1724 1.4728
O -0.3077 0.3446 -1.7505
*
```

As for the SMILES: CC(C)=O. The value obtained for the gap between HOMO and LUMO is 10.42 eV. The value obtained for the HOMO energy is -9.67 eV. For the lowest unoccupied orbital energy, the calculation gives 0.746 eV. For the total energy, the calculation gives -193.05043 Ha.

---

2.
Computed, not measured: C36H32BCo2F3O8 as an isolated structure, with the ωB97M-V functional and the def2-TZVPD basis.

```
! RIJCOSX wB97M-V def2-TZVPD def2/J DEFGRID3
* xyz 0 1
C -2.9496 -3.4605 2.2637
C -1.6580 -4.0703 2.8194
C -1.8868 -4.5768 4.2244
C -0.9715 -5.1206 1.8063
C -0.0281 -6.0987 2.5338
C -1.9064 -5.8902 0.9089
O -0.1486 -4.2810 0.9627
B 0.1864 -3.2584 1.8379
C 1.6109 -2.6579 1.8203
C 2.0525 -1.7978 2.8434
C 3.4033 -1.4699 2.9661
C 4.2874 -1.9398 1.9989
C 5.7522 -1.7152 2.1836
F 6.4799 -2.7724 1.7269
F 6.1874 -0.6065 1.5157
F 6.0753 -1.5487 3.4959
C 3.8555 -2.6353 0.8750
C 2.5052 -2.9650 0.7762
C -0.4203 1.2344 -0.7321
C 0.8879 0.5489 -0.4442
C -1.4033 0.9655 0.3521
C -2.6900 0.5190 0.0050
C -3.6696 0.3072 0.9752
C -3.3263 0.5317 2.3211
C -2.0233 0.9267 2.7007
C -1.0537 1.0882 1.7079
O -0.6468 -3.0156 2.9238
H -3.7647 -4.1919 2.3267
H -3.2425 -2.5924 2.8628
H -2.8376 -3.1183 1.2268
H -2.5892 -5.4133 4.2304
H -0.9355 -4.8845 4.6603
H -2.2977 -3.7659 4.8297
H -0.5782 -6.8749 3.0863
H 0.5897 -6.5998 1.7778
H 0.6595 -5.5768 3.2220
H -2.4686 -6.6333 1.4840
H -2.6187 -5.2365 0.4003
H -1.3311 -6.4266 0.1502
H 1.3246 -1.3751 3.5373
H 3.7481 -0.8700 3.8056
H 4.5500 -2.9299 0.0852
H 2.1248 -3.4470 -0.1246
H -0.8195 0.8542 -1.6810
H 0.6663 -0.5070 -0.2229
H 1.5886 0.5990 -1.2761
H 1.3838 1.0070 0.4242
H -2.8727 0.2949 -1.0589
H -4.6665 -0.0394 0.6592
H -4.1095 0.4491 3.0663
H -1.7747 1.0856 3.7721
H -0.0250 1.3101 2.0151
O -1.3476 5.7662 -0.5671
C -1.0009 4.6922 -0.7302
Co -0.5072 3.0678 -1.1170
C 0.8159 3.6073 0.2331
O 0.9576 3.6544 1.3967
C -2.1479 2.9193 -1.6374
O -3.2564 2.9661 -1.9379
C 0.4871 3.6246 -3.1386
C -0.4138 4.4005 -3.9339
C -1.5319 3.7891 -4.5389
C -2.4627 4.5652 -5.2306
C -2.2889 5.9495 -5.3161
C -1.1612 6.5595 -4.7640
C -0.2161 5.7935 -4.0773
C 1.5113 3.7101 -2.2373
C 1.7886 4.2601 -0.9424
Co 1.8329 2.4105 -3.3987
C 0.7164 1.1752 -3.9695
O 0.0150 0.3416 -4.3299
C 3.1811 1.9305 -2.3788
O 4.0813 1.6856 -1.6952
C 2.9305 2.5776 -4.7806
O 3.7624 2.6309 -5.5971
H -1.6497 2.7029 -4.4716
H -3.3260 4.0755 -5.6888
H -3.0286 6.5630 -5.8154
H -0.9816 7.6304 -4.8537
H 0.6847 6.2416 -3.6340
H 2.8018 3.9940 -0.5776
H 1.5488 5.3571 -0.8976
*
```

The value obtained for the gap between HOMO and LUMO is 5.41 eV. The value obtained for the HOMO energy is -7.58 eV. For the lowest unoccupied orbital energy, the calculation gives -2.170 eV. For the total energy, the calculation gives -5082.82114 Ha.

---

3.
Computed, not measured: a 5-piece molecular cluster, C17H46BClF2O9SSi2 overall, with the ωB97M-V functional and the def2-TZVPD basis.

```
! RIJCOSX wB97M-V def2-TZVPD def2/J DEFGRID3
* xyz 0 1
O 3.1643 -0.0835 0.1648
S 2.1546 0.1319 -0.8184
O 2.3650 -0.2121 -2.1868
F 0.8962 -0.7151 -0.3459
Si 1.3131 2.1981 -0.7300
Cl 1.8551 2.9815 1.0460
O -0.2788 2.0073 -0.9056
Si -1.5996 2.5883 -0.0887
F -1.4918 2.0058 1.4013
C -3.1360 1.9349 -0.8442
B -2.9252 0.4310 -1.2853
O -2.4310 0.1258 -2.5345
O -3.1982 -0.5984 -0.4141
H 1.9423 2.9338 -1.8229
H -1.5015 4.0542 -0.0289
H -3.4091 2.5698 -1.6894
H -3.8977 1.9964 -0.0618
H -3.0023 0.2921 -3.2892
H -2.6783 -0.6537 0.3953
C 4.4616 8.1551 -1.6312
C 3.4921 7.1354 -1.0600
O 3.5434 5.8688 -1.6953
C 4.7914 5.1960 -1.6337
C 5.2574 4.8923 -0.2207
H 4.3136 8.2641 -2.7063
H 4.2945 9.1239 -1.1586
H 5.5013 7.8776 -1.4550
H 2.4666 7.4750 -1.2069
H 3.6446 7.0316 0.0205
H 5.5616 5.7486 -2.1831
H 4.6237 4.2645 -2.1757
H 5.4943 5.7936 0.3458
H 6.1547 4.2733 -0.2507
H 4.4777 4.3526 0.3173
C -0.5751 -6.0866 1.5808
C -0.3535 -5.1363 2.7443
O 1.0093 -4.9555 3.0890
C 1.8508 -4.4691 2.0567
C 1.4379 -3.1214 1.4940
H -0.0929 -7.0461 1.7746
H -1.6423 -6.2579 1.4347
H -0.1731 -5.6859 0.6499
H -0.8139 -5.5340 3.6488
H -0.8332 -4.1722 2.5372
H 1.9298 -5.2059 1.2478
H 2.8369 -4.3972 2.5161
H 0.4745 -3.1729 0.9841
H 2.1760 -2.7769 0.7704
H 1.3612 -2.3803 2.2911
C -8.0064 5.4200 0.0476
C -7.5338 4.0491 0.4984
O -6.1318 3.9557 0.6930
C -5.5840 4.8205 1.6743
C -6.1362 4.6114 3.0733
H -7.4777 5.7307 -0.8544
H -9.0742 5.3848 -0.1723
H -7.8531 6.1810 0.8136
H -7.7542 3.3080 -0.2700
H -8.0696 3.7416 1.4034
H -5.6945 5.8690 1.3752
H -4.5158 4.5985 1.6641
H -7.1918 4.8763 3.1431
H -5.5911 5.2389 3.7794
H -6.0249 3.5697 3.3769
C 2.8931 -6.2126 -1.6589
C 1.8199 -7.1637 -1.1571
O 1.7659 -8.3979 -1.8506
C 2.9393 -9.1900 -1.7900
C 3.3393 -9.6006 -0.3831
H 2.7781 -6.0375 -2.7292
H 2.8079 -5.2550 -1.1423
H 3.8991 -6.5945 -1.4807
H 0.8364 -6.7178 -1.3077
H 1.9328 -7.3319 -0.0794
H 3.7743 -8.6836 -2.2880
H 2.7038 -10.0745 -2.3820
H 3.6349 -8.7466 0.2275
H 4.1893 -10.2828 -0.4283
H 2.5133 -10.1084 0.1165
*
```

As for the SMILES: O=S(=O)(F)[Si@H](Cl)O[Si@H](F)CB(O)O.CCOCC.CCOCC.CCOCC.CCOCC. The value obtained for the gap between HOMO and LUMO is 9.79 eV. The value obtained for the HOMO energy is -9.45 eV. For the lowest unoccupied orbital energy, the calculation gives 0.337 eV. For the total energy, the calculation gives -3014.67658 Ha.

---

4.
Computed, not measured: one molecule with the formula C8H9Br3Si, with the ωB97M-V functional and the def2-TZVPD basis.

```
! RIJCOSX wB97M-V def2-TZVPD def2/J DEFGRID3
* xyz 0 1
C -2.2030 -1.9855 0.8640
C -1.5656 -2.1760 -0.3542
C -1.7717 -0.9298 1.6604
C -0.7592 -1.2007 -0.9513
C -0.9939 0.0735 1.0654
C -0.4797 -0.0234 -0.2310
C 0.6236 2.4526 -0.5347
C 0.5930 0.9074 -0.7409
Si 2.4498 0.2832 -0.2631
Br 2.7940 -1.8887 -0.4633
Br 4.0546 1.3896 -1.3108
Br 2.5816 0.7720 1.9505
H -2.7347 -2.8607 1.0801
H -1.7802 -3.0744 -0.7502
H -2.1066 -0.7966 2.6675
H -0.3051 -1.3300 -1.8386
H -0.5621 0.9387 1.5269
H 1.6097 2.9298 -0.7934
H -0.1667 2.9130 -1.1409
H 0.3204 2.6415 0.4147
H 0.4018 0.9647 -1.8575
*
```

As for the SMILES: C[C@H](c1ccccc1)[Si](Br)(Br)Br. The value obtained for the gap between HOMO and LUMO is 9.32 eV. The value obtained for the HOMO energy is -9.13 eV. For the lowest unoccupied orbital energy, the calculation gives 0.199 eV. For the total energy, the calculation gives -8321.88764 Ha.

---

5.
Computed, not measured: a 2-piece molecular cluster, C2H6O3 overall, with the ωB97M-V functional and the def2-TZVPD basis.

```
! RIJCOSX wB97M-V def2-TZVPD def2/J DEFGRID3
* xyz 0 1
C -0.8276 -0.0340 0.0821
C -0.0314 1.2154 0.1705
H 1.9422 -0.5768 0.5924
H 2.3534 -0.5564 -0.8003
H -0.8384 -1.6617 -0.0009
H -0.7409 1.9278 -0.0899
H 0.7574 1.1685 0.9728
H 0.5934 1.1125 -0.7502
O 2.1945 0.0386 -0.1308
O -1.9810 0.0251 -0.2022
O -0.0776 -1.1264 0.1531
*
```

As for the SMILES: CC(=O)O.O. The value obtained for the gap between HOMO and LUMO is 11.08 eV. The value obtained for the HOMO energy is -10.54 eV. For the lowest unoccupied orbital energy, the calculation gives 0.539 eV. For the total energy, the calculation gives -305.49103 Ha.

---

6.
Computed, not measured: C22H70B3F3N5O9Pt2S as an isolated structure, with the ωB97M-V functional and the def2-TZVPD basis.

```
! RIJCOSX wB97M-V def2-TZVPD def2/J DEFGRID3
* xyz -1 5
Pt 20.4907 -5.9827 -23.4934
Pt 18.8425 -2.7087 -23.1676
B 18.8969 -4.4721 -24.9748
H 19.9289 -4.9367 -25.1782
H 18.5998 -4.8160 -23.9157
H 18.8655 -3.3320 -25.0100
H 18.1275 -4.8422 -25.7358
B 19.6900 -7.6470 -24.7633
H 19.3703 -8.6048 -25.3090
H 20.6665 -7.2457 -25.2728
H 18.8753 -6.8411 -24.6930
H 19.9536 -7.9100 -23.6881
B 17.0239 -1.6199 -24.3915
H 16.2250 -1.3522 -25.1795
H 16.8785 -2.7370 -24.1236
H 18.0577 -1.3767 -24.8367
H 16.9291 -0.9447 -23.4541
C 18.0775 -4.9497 -19.6202
F 16.9479 -4.8088 -18.8947
F 18.6545 -3.7535 -19.6999
F 18.8255 -5.8068 -18.9500
S 17.6186 -5.5321 -21.3926
O 17.3656 -4.2750 -22.1291
O 18.8735 -6.1241 -21.8949
O 16.5403 -6.4767 -21.2429
C 21.6814 -3.6108 -21.6934
O 20.6121 -3.9691 -22.5267
H 22.6507 -3.9415 -22.0762
H 21.7171 -2.5089 -21.7344
H 21.6056 -3.8123 -20.6166
C 15.0375 -7.6233 -27.9144
C 15.0546 -6.2045 -27.3299
C 14.7580 -6.2828 -25.8386
O 14.6698 -5.0213 -25.2205
C 14.6981 -5.0936 -23.8199
N 16.3643 -5.5688 -27.4789
H 15.9081 -8.2179 -27.6318
H 15.0701 -7.6056 -29.0072
H 14.1325 -8.1670 -27.6277
H 14.2428 -5.6032 -27.7387
H 15.3299 -6.9885 -25.2288
H 13.7311 -6.6969 -25.8300
H 14.6870 -4.0715 -23.4566
H 15.5387 -5.6718 -23.4108
H 13.8784 -5.6023 -23.2821
H 17.1126 -6.1905 -27.1760
H 16.6303 -5.4792 -28.4605
C 20.1922 -1.7316 -16.8632
C 21.3348 -2.2039 -15.9999
C 22.6807 -1.9662 -16.7410
O 23.7480 -2.5355 -16.0178
C 24.9615 -2.5546 -16.7178
N 21.3365 -1.3898 -14.7606
H 20.3627 -0.6686 -17.0245
H 19.2013 -1.9384 -16.4585
H 20.1911 -2.3280 -17.7832
H 21.3257 -3.2640 -15.7267
H 22.7274 -0.8732 -16.8195
H 22.6730 -2.5090 -17.6911
H 25.0219 -3.2319 -17.5717
H 25.7762 -2.8163 -16.0398
H 25.2698 -1.5464 -17.0204
H 20.9053 -1.9442 -14.0298
H 22.3123 -1.2846 -14.4922
C 16.2711 -10.0996 -21.1693
C 16.9711 -9.8054 -22.5000
C 16.0454 -9.1925 -23.5117
O 14.9117 -10.0230 -23.6928
C 13.9704 -9.7482 -24.6911
N 18.0877 -8.9205 -22.1774
H 15.3046 -10.5856 -21.3190
H 16.0667 -9.1620 -20.6508
H 16.8867 -10.7987 -20.6045
H 17.3291 -10.7724 -22.8670
H 16.5883 -8.9887 -24.4499
H 15.7834 -8.1463 -23.2969
H 14.3787 -9.9576 -25.6844
H 13.6636 -8.6958 -24.6226
H 13.0693 -10.3150 -24.4575
H 17.6765 -8.1115 -21.7227
H 18.5200 -8.5213 -23.0052
C 14.5445 -0.3273 -19.4671
C 14.7997 -1.6065 -20.2985
C 13.4431 -2.1801 -20.7796
O 13.5809 -3.4973 -21.2200
C 13.7134 -4.5416 -20.2914
N 15.7507 -1.2007 -21.3106
H 13.9183 -0.6953 -18.6451
H 14.0019 0.4616 -19.9931
H 15.4315 0.1642 -19.0699
H 15.3129 -2.3396 -19.6694
H 13.0363 -1.5962 -21.6156
H 12.5498 -2.1151 -20.1347
H 12.7687 -4.7885 -19.7864
H 14.4000 -4.3241 -19.4667
H 14.0483 -5.3866 -20.8850
H 15.3371 -0.5274 -21.9538
H 15.9055 -1.9797 -21.9610
C 19.7240 0.3641 -20.3263
C 19.1110 -0.2354 -21.6293
C 20.1908 -0.1096 -22.7059
O 19.9967 -1.0059 -23.7781
C 20.8011 -0.7731 -24.9222
N 18.7059 -1.6288 -21.2554
H 19.6905 1.4591 -20.3507
H 20.7540 0.0204 -20.2332
H 19.1015 0.1504 -19.4574
H 18.2123 0.3444 -21.8318
H 21.1917 -0.2921 -22.2808
H 20.3367 0.9356 -23.0050
H 21.8515 -0.7520 -24.6301
H 20.4260 0.1151 -25.4379
H 20.6041 -1.5586 -25.6510
H 17.8270 -1.5863 -20.7412
H 19.3905 -1.8429 -20.5356
*
```

As for the expectation value of S²: 6.009. The value obtained for the gap between HOMO and LUMO (spin up / spin down) is 6.26 / 6.84 eV. The value obtained for the HOMO energy (spin up / spin down) is -4.39 / -5.71 eV. For the lowest unoccupied orbital energy (spin up / spin down), the calculation gives 1.872 / 1.131 eV. For the total energy, the calculation gives -2841.64921 Ha.